(1)
# C2H3N

An isolated molecule of C2H3N (ωB97M-V with the def2-TZVPD basis set, the Open Molecules 2025 dataset).

Computed properties:
gap between HOMO and LUMO	0.452	Eh
SMILES	CC#N
HOMO	-0.4226	hartree
net charge	0

Last column: Mulliken charge in e.
Positions of all 6 atoms, in Å:
C: -0.051 -0.079 -0.517  -0.7461
C: 0.026 0.313 0.817  0.3175
N: 0.053 0.498 1.946  -0.3663
H: 0.604 -0.895 -0.323  0.2472
H: 0.455 0.512 -1.214  0.3094
H: -1.086 -0.349 -0.709  0.2384


(2)
# C27H28AsOP2RbS4

A structure of composition C27H28AsOP2RbS4 (ωB97M-V with the def2-TZVPD basis set, the Open Molecules 2025 dataset).

Computed properties:
gap between HOMO and LUMO	0.141	Eh
HOMO	-0.0131	hartree
net charge	-2

Last column: Mulliken charge in e.
Positions of all 64 atoms, in Å:
Rb: 1.393 2.470 -1.382  0.5836
C: -2.092 0.663 0.274  -1.3782
C: -1.497 0.520 1.677  -0.9341
P: 0.277 1.081 1.766  0.3266
C: 0.357 1.505 3.559  0.4936
C: 1.282 0.953 4.445  -0.4043
C: 1.342 1.376 5.767  -0.6437
C: 0.484 2.360 6.231  -0.4134
C: -0.430 2.931 5.355  -0.6449
C: -0.484 2.514 4.035  -0.5545
C: 1.221 -0.494 1.734  0.8381
C: 0.868 -1.614 2.485  0.1415
C: 1.626 -2.772 2.428  -0.9309
C: 2.752 -2.825 1.615  -0.3850
C: 3.114 -1.719 0.862  -0.7565
C: 2.353 -0.558 0.923  -0.6116
P: -1.110 -0.256 -0.989  0.2571
C: -1.382 -1.996 -0.432  0.5320
C: -0.328 -2.889 -0.596  -0.6563
C: -0.443 -4.215 -0.198  -0.5593
C: -1.614 -4.664 0.392  -0.4773
C: -2.672 -3.781 0.575  -0.7529
C: -2.556 -2.462 0.163  -0.1615
C: -2.143 -0.077 -2.477  0.8494
C: -3.516 -0.346 -2.505  -0.2309
C: -4.249 -0.115 -3.653  -0.6584
C: -3.621 0.406 -4.786  -0.4425
C: -2.270 0.689 -4.760  -0.4563
C: -1.527 0.441 -3.609  -0.2992
H: -2.065 1.706 -0.056  0.5556
H: -3.144 0.364 0.287  0.5940
H: -1.582 -0.512 2.026  0.3026
H: -2.061 1.133 2.384  0.6568
H: 1.962 0.182 4.106  0.3237
H: 2.069 0.929 6.435  0.3694
H: 0.530 2.687 7.262  0.3542
H: -1.097 3.714 5.696  0.3679
H: -1.186 2.995 3.362  0.4257
H: -0.008 -1.585 3.123  0.4091
H: 1.332 -3.640 3.005  0.4012
H: 3.339 -3.735 1.562  0.3637
H: 3.978 -1.751 0.211  0.4432
H: 2.643 0.284 0.303  0.2452
H: 0.597 -2.536 -1.036  0.3742
H: 0.392 -4.891 -0.336  0.4054
H: -1.705 -5.695 0.713  0.3644
H: -3.592 -4.121 1.036  0.3949
H: -3.389 -1.788 0.315  0.1777
H: -4.027 -0.730 -1.629  0.0925
H: -5.315 -0.318 -3.666  0.3722
H: -4.199 0.624 -5.676  0.3576
H: -1.778 1.157 -5.603  0.3765
H: -0.474 0.711 -3.599  0.0816
S: 2.398 4.930 -3.551  -0.7112
As: 0.882 3.644 -4.471  0.4497
S: 1.754 1.592 -4.408  -0.6291
S: -0.904 3.614 -3.163  -0.7279
S: 0.380 4.186 -6.489  -0.7134
C: 5.215 1.605 -2.845  -0.7096
O: 3.957 1.603 -2.217  -0.1796
H: 5.245 0.900 -3.683  0.2599
H: 5.969 1.308 -2.109  0.1969
H: 5.465 2.600 -3.227  0.2455
H: 3.285 1.706 -2.958  0.0391


Table of ΔE to the lowest compared entry with this formula, charge and spin (kJ/mol), in record order: 53.0; 21.3